10 unconnected molecules or ions with the total composition C24H60Cl2O21, computed with ωB97M-V with the def2-TZVPD basis set.

The value obtained for the HOMO energy is -9.59 eV. The total energy comes out at -93897.0199 eV. Its SMILES is C/C(Cl)=C(/Cl)[C@H]1COC(=O)O1.OCCO.OCCO.OCCO.OCCO.OCCO.OCCO.OCCO.OCCO.OCCO. The frontier orbital gap comes out at 0.35829 hartree.

```
107
Properties=species:S:1:pos:R:3:forces:R:3
Cl -1.958454 4.694051 -5.267382 0.1 -0.6 2.5
Cl -4.133969 6.485806 -3.709015 1.4 -1.5 1.3
O -4.791267 0.648123 0.054332 0.0 0.1 -0.1
O -7.698909 -5.124021 4.428515 0.0 0.1 0.0
O -3.861216 -1.956615 -0.383275 0.1 0.2 0.2
O 3.839327 -4.145011 3.229403 0.2 0.0 -0.1
O -0.629152 1.562326 -1.484417 1.9 1.0 -1.0
O 1.230288 -2.804443 3.879960 0.1 -0.1 0.1
O -1.314469 4.213826 2.050060 -0.1 0.2 -0.2
O -6.371522 -2.970828 3.231150 0.1 -0.2 0.0
O 6.484520 0.700096 2.631694 0.0 0.1 0.1
O 1.679590 2.147698 -1.622193 -4.3 0.0 -2.0
O 5.145783 -1.965493 2.054242 0.2 -0.1 0.1
O -0.661816 -3.221742 -3.360349 0.1 0.0 0.1
O -2.044323 -0.854636 -2.815772 -0.2 -0.1 0.0
O -0.389202 4.297168 4.691635 -0.2 -0.1 -0.1
O 0.545482 -0.288858 2.902472 0.0 -0.2 -0.2
O 4.460176 1.277335 4.477254 0.1 0.1 0.0
O 2.015283 -2.409016 -7.997140 0.0 0.0 0.0
O 6.669229 3.836977 -2.221392 0.1 -0.2 0.0
O 5.339265 1.676193 -1.041247 -0.1 0.0 0.1
O -0.016288 2.920569 -3.185389 1.3 0.1 1.7
O 1.540001 -2.256337 -5.244151 0.2 -0.1 0.0
C -1.051134 -1.341119 -1.915541 -0.1 -0.2 -0.2
C 5.648109 3.138783 -2.925796 0.3 0.0 0.4
C 1.436816 -1.096890 -6.064897 0.1 -0.3 0.0
C -2.089892 4.526346 -3.438521 -2.2 1.5 0.7
C -3.280933 5.328960 -1.182323 -0.5 0.2 -0.5
C -0.462808 -1.182357 3.362840 0.5 0.1 -0.1
C -7.458295 -5.111771 3.019789 -0.4 0.2 0.0
C -4.622006 -0.258452 1.148400 -0.5 -0.1 -0.1
C 4.135743 -2.675957 1.347006 0.2 0.0 0.2
C 5.561434 1.764111 2.388151 -0.1 -0.5 -0.3
C -4.798965 -1.685398 0.653203 0.4 0.1 -0.3
C -3.058947 5.323910 -2.762192 1.8 -1.5 -0.9
C -7.395062 -3.672699 2.533055 0.2 0.0 0.3
C 0.521637 2.191558 -2.050040 -0.4 -0.3 0.3
C 2.360195 -1.231076 -7.265059 -0.4 0.1 -0.1
C 5.584145 1.696684 -2.448111 -0.4 0.2 0.0
C 4.087240 -4.120163 1.823706 -0.3 0.2 0.2
C 4.243323 1.455064 3.081251 0.3 -0.1 0.3
C -0.863004 3.023714 2.700714 0.5 -0.1 -0.2
C -1.185089 3.548028 -2.564081 -0.4 0.2 -0.5
C 0.003168 -2.615187 3.172975 -0.3 0.0 0.3
C 0.173389 3.387167 3.751757 -0.3 0.3 0.1
C -1.851679 2.200854 -1.999906 0.0 1.4 1.4
C -0.965702 -2.855074 -2.013496 0.2 0.1 -0.2
H 1.034067 3.882802 3.288509 0.1 -0.2 -0.2
H -2.474247 1.583671 -2.736156 1.5 0.8 0.8
H -5.345208 -0.014474 1.932299 0.1 -0.2 0.1
H 6.635023 3.509062 -1.308722 0.0 0.1 -0.2
H -3.611943 -0.109699 1.535357 0.0 0.0 -0.1
H 6.538595 1.194544 -2.616527 0.0 0.1 0.1
H 4.354326 -2.621153 0.278579 0.0 0.1 0.1
H 0.517714 2.500686 4.287552 0.0 0.1 0.0
H 1.391230 -0.686773 3.164541 -0.2 0.2 0.0
H 4.792046 1.139787 -2.958380 0.1 0.0 -0.2
H -8.605714 -4.819423 4.570890 0.2 -0.1 0.0
H 2.928491 -3.847444 3.363137 0.0 0.1 0.2
H 6.177639 -0.079580 2.143831 0.0 0.0 0.1
H -1.312633 -1.025706 -0.903914 0.0 0.0 -0.1
H 0.205047 -2.815659 2.119059 0.0 0.0 0.1
H -0.451631 2.340360 1.951591 0.0 -0.2 0.2
H -1.969674 -1.401957 -3.614360 0.0 0.1 0.2
H -0.098402 -0.881856 -2.198474 0.2 -0.1 0.2
H 1.157543 -2.250524 -8.414934 0.2 -0.1 0.0
H 0.393477 -1.014646 -6.388805 0.0 0.3 -0.2
H -8.341466 -3.157279 2.730931 -0.2 -0.2 -0.2
H 0.253388 -2.950259 -3.536137 -0.2 0.0 -0.3
H 3.524371 2.265493 2.940473 0.0 0.0 0.1
H 5.304947 0.805743 4.556247 -0.2 0.1 -0.1
H -1.925741 -3.310320 -1.763511 0.1 0.1 0.0
H 1.030155 -2.777862 4.826221 0.2 0.0 -0.2
H -0.956074 4.893936 4.178199 0.2 -0.1 0.1
H -3.081498 4.330846 -0.674540 -0.2 1.2 -0.9
H -0.685545 4.261752 -1.822389 -1.3 -1.2 -0.2
H 1.694404 -0.221170 -5.465657 0.0 -0.1 0.0
H 4.430279 1.980167 -0.901115 0.1 -0.1 -0.1
H -1.383316 -0.990803 2.807481 0.1 0.0 0.0
H 1.626441 -3.007495 -5.853354 -0.1 0.2 0.2
H 5.113211 -2.294466 2.967726 0.0 0.1 -0.2
H -5.725704 0.631781 -0.194002 0.2 0.0 0.0
H -3.801600 -1.141804 -0.909628 0.0 -0.3 -0.1
H -6.504448 -5.615020 2.852172 -0.1 0.1 0.1
H 5.864541 3.190202 -3.994884 0.0 0.0 0.1
H -2.597846 6.104579 -0.684781 -1.1 -1.0 -0.8
H 6.006028 2.673951 2.796622 0.0 -0.1 0.0
H 3.814698 0.524150 2.693829 0.0 0.1 -0.4
H -5.801859 -1.826950 0.234247 -0.2 0.1 0.3
H -0.194933 -3.256952 -1.347849 -0.1 0.1 0.2
H 3.302202 -4.683552 1.309271 0.1 0.0 -0.2
H 5.047217 -4.612670 1.657679 -0.1 0.1 0.0
H -0.634017 -0.967761 4.423676 -0.2 -0.2 0.1
H -2.447442 2.359137 -1.038912 0.5 -0.1 -1.5
H 3.395939 -1.345963 -6.940608 -0.1 -0.1 0.0
H 5.427504 1.884648 1.308681 -0.1 0.1 0.1
H 4.700978 3.652208 -2.726790 -0.2 -0.2 -0.2
H -6.404034 -3.293496 4.146073 0.0 0.1 -0.2
H -0.582543 4.544614 1.511351 -0.1 -0.1 0.2
H -1.734518 2.559765 3.166510 0.0 0.1 0.0
H -0.738974 -3.331922 3.537131 -0.1 0.1 -0.1
H -8.251571 -5.671087 2.514415 0.1 0.0 -0.2
H -7.181220 -3.627996 1.463122 0.0 0.0 0.1
H 3.181957 -2.173716 1.543807 -0.2 -0.2 -0.2
H 2.286603 -0.362103 -7.925993 0.1 0.1 0.2
H -4.645251 -2.403459 1.460505 0.0 0.1 -0.1
H -4.391045 5.576917 -0.993167 1.9 -0.2 -0.2
```
Positions in Å, forces in eV/Å.

A molecular structure, C24H60F18K3O12P3, computed with ωB97M-V with the def2-TZVPD basis set.

The value obtained for the HOMO energy is -9.52 eV. The total energy comes out at -176192.0494 eV. The frontier orbital gap comes out at 0.26909 hartree.

```
120
Properties=species:S:1:pos:R:3:forces:R:3
K -7.039808 -5.132024 -0.141327 0.1 -0.1 0.1
K -4.869439 2.410476 -5.102549 0.2 0.0 -0.1
K 1.141176 -4.431999 -4.494731 -0.2 0.0 0.1
P -2.771046 -0.473279 -10.275645 -2.2 -1.1 -1.3
P -3.202899 -8.749465 -4.587501 2.6 0.7 -0.9
P -1.111862 -0.559081 -0.457384 -0.2 -1.8 0.0
F 0.182690 -1.559009 -0.458987 -0.1 -0.1 -0.4
F -2.914779 -10.313246 -4.823488 -1.0 -0.5 0.2
F -3.837965 -8.940911 -3.142985 -1.4 -0.7 0.4
F -2.001259 -1.876325 -9.923142 0.7 1.3 -0.2
F -2.065163 -1.837569 -0.671567 -0.6 -0.9 -0.2
F -1.983970 0.375135 -9.108818 -0.2 -0.8 -0.7
F -3.546702 -1.215075 -11.488987 -1.0 -1.5 0.1
F -3.705901 0.796589 -10.610500 -0.3 1.3 0.8
F -2.388334 -8.438563 -5.961494 -0.3 0.2 -0.7
F -2.421936 0.363201 -0.417615 -0.4 0.9 0.3
F -0.118258 0.651035 -0.399058 0.4 1.3 1.2
F -1.786823 -8.687595 -3.853667 1.6 0.4 1.0
F -3.941295 -0.980815 -9.252112 0.3 0.4 0.7
F -4.559030 -8.800825 -5.380736 -1.0 -0.2 0.1
F -3.339830 -7.129474 -4.370230 -0.5 0.4 -0.1
F -1.842293 -0.001634 -11.476375 2.6 0.5 0.9
F -1.090541 -0.383847 -2.064114 0.2 -0.3 -1.0
F -1.246852 -0.813921 1.142932 0.4 0.8 -0.1
O -6.374401 6.220012 -3.320920 -1.5 0.1 0.2
O 2.066804 -8.535436 5.069350 0.2 2.0 0.4
O 7.190560 1.408443 5.144980 -0.7 -1.1 -0.6
O -10.504195 -5.383065 3.094081 -0.3 -0.2 0.9
O 0.812344 10.332730 -0.449161 -0.2 0.8 -0.6
O 6.427583 -3.333992 -3.042714 1.8 0.4 0.4
O 5.200847 -1.191182 -4.575975 0.9 -0.5 0.1
O 9.516568 2.210674 7.053066 -1.0 0.3 0.1
O -7.837793 -5.442302 4.221910 -1.3 -0.8 1.8
O 3.647546 -8.471605 7.348512 -0.3 0.0 0.8
O -4.539461 7.002818 -5.359095 -0.4 1.5 -1.3
O 2.241899 12.380684 -1.859801 1.0 1.4 0.5
C -3.856607 7.246343 -6.633561 -0.3 -1.5 0.9
C 6.930547 -4.103348 -1.926870 -2.4 0.2 0.4
C 5.807756 1.328045 4.588227 1.7 1.0 1.3
C -6.805873 -4.979089 5.058544 2.4 0.5 -0.4
C 5.112317 -0.442726 -5.770371 -0.1 -0.4 -0.2
C 2.242606 -7.134260 4.647260 0.5 -1.4 -0.4
C 4.530369 -7.701142 8.139173 0.2 0.6 -0.6
C 7.404322 0.811750 6.480732 0.5 2.8 -1.0
C 6.735860 -1.948508 -2.828391 -0.2 -0.9 0.9
C -5.887861 7.587425 -5.311820 1.7 -1.3 1.8
C -11.574916 -4.566140 3.528596 0.5 0.3 0.7
C 0.488286 10.719897 -1.809963 1.9 0.1 1.4
C 6.492109 -1.034575 -3.969523 -0.9 0.5 0.3
C 2.291686 -8.165020 7.571250 -0.2 2.1 -2.3
C -9.004323 -5.850799 5.024025 0.1 -1.6 -1.5
C 1.797044 9.336516 -0.280657 -1.5 -1.2 0.9
C 1.458211 -8.611435 6.344110 -0.3 -2.1 0.5
C 8.926831 0.921753 6.862421 -0.4 -0.1 -2.0
C -6.305190 7.556000 -3.798480 0.8 -0.8 -2.3
C -10.130463 -6.398541 4.118748 -0.2 2.9 -1.9
C -6.871218 6.214056 -1.974161 0.6 -0.7 0.4
C 9.272830 3.159013 5.967672 -0.5 -1.3 0.7
C 1.784647 11.242059 -2.521611 -1.0 -0.6 0.2
C 3.595925 12.850259 -2.123953 -1.2 0.7 0.5
H 6.555717 -0.080933 -3.445495 -0.2 0.7 -0.3
H -4.415909 6.739586 -7.420000 -0.3 0.5 -0.3
H 9.093658 0.292987 7.737026 0.2 0.3 0.0
H 4.484706 -7.886596 9.212309 0.1 -0.6 0.0
H 3.814161 13.697212 -1.473452 -0.5 -0.3 0.9
H -7.267742 8.056758 -3.902573 -0.3 0.1 1.1
H 0.513606 -8.074586 6.256813 -0.2 0.2 0.6
H 2.825399 9.625195 -0.063305 0.0 0.5 -0.6
H 1.327467 -6.596503 4.399408 -0.5 -0.3 0.3
H 5.787194 1.675883 3.555422 0.7 -0.6 -0.1
H 8.287954 3.606876 6.100074 0.1 0.4 0.2
H -10.993582 -6.657939 4.731806 -0.1 0.0 0.1
H 4.352152 -6.629453 8.050724 -0.5 0.3 -0.2
H 2.804072 -7.217387 3.716694 0.1 0.1 0.1
H 1.684867 8.504625 -0.975989 0.5 0.3 -0.9
H -6.529759 6.973125 -5.943254 -0.3 0.0 0.1
H 2.820531 -6.533395 5.349452 0.1 -0.2 0.2
H 1.436025 8.799563 0.596521 0.3 0.2 0.6
H -0.029529 9.864535 -2.243923 0.4 0.0 -0.7
H 4.377847 12.124434 -1.900612 -0.2 -0.3 -0.6
H 7.981505 -4.069039 -1.639796 0.2 0.0 -0.8
H 7.776118 -1.739746 -2.578618 0.6 -0.6 -0.1
H -2.932666 6.669418 -6.593793 0.1 0.2 0.3
H -6.506535 -5.467952 5.985639 -1.6 -0.2 0.7
H 7.372337 -1.032988 -4.612406 -0.5 -0.4 -0.9
H 2.089725 -7.111458 7.378062 0.9 1.0 1.0
H -6.025158 5.964662 -1.333792 0.2 0.6 0.3
H 5.520252 -7.803451 7.694457 0.1 -0.5 0.4
H 1.446570 11.474984 -3.531334 0.5 -0.1 -0.5
H 6.256327 -1.600981 -1.913312 -0.8 -0.1 0.0
H -5.817354 -5.184325 4.647671 0.0 -0.2 -1.3
H -12.436830 -5.187785 3.770977 -0.4 0.2 -0.5
H -7.382018 7.126586 -1.666803 0.3 0.2 -0.2
H 5.253118 2.132960 5.070493 -0.5 -0.4 0.5
H -0.226529 11.541133 -1.757843 0.1 0.0 0.3
H 10.086852 3.883790 5.981037 -0.2 -0.1 -0.1
H 6.985717 -0.194599 6.492278 0.2 0.0 0.4
H 1.884983 -8.355328 8.564469 0.0 -0.7 -0.1
H -3.598255 8.278631 -6.869650 -0.4 0.1 0.2
H 9.447406 0.536946 5.985483 0.2 -0.7 0.0
H -9.279535 -5.131283 5.795159 -0.3 0.5 -0.6
H 2.587043 10.506357 -2.466720 -0.2 -0.4 -0.5
H -6.739485 -3.894164 5.140027 -0.8 0.1 0.4
H -11.337213 -4.031904 4.448487 0.3 -0.1 0.5
H 6.486565 -5.096318 -1.997619 0.8 -0.3 -0.6
H -5.530542 8.018331 -3.186715 -0.3 0.8 -0.2
H 1.234495 -9.656517 6.558284 -0.2 -0.3 -0.8
H 3.682706 13.426017 -3.045403 0.0 -1.0 -0.9
H 4.957320 0.604019 -5.508821 0.5 0.2 -0.5
H -11.744432 -3.728650 2.851845 -0.3 -0.6 -0.5
H 6.352327 -3.764958 -1.067073 0.3 0.5 0.5
H -8.868295 -6.774876 5.585877 1.2 -0.1 0.4
H 4.297653 -0.748011 -6.427058 -0.6 -0.2 0.7
H 9.143538 2.596313 5.043146 0.6 0.2 -0.2
H 5.956118 -0.716342 -6.403805 0.5 0.8 0.1
H 5.390449 0.329181 4.715637 -0.1 0.2 0.0
H -5.957091 8.628142 -5.628411 0.4 0.1 -0.2
H 6.955955 1.561413 7.132709 -0.8 -0.6 0.6
H -7.560138 5.407534 -1.723132 -0.3 -0.2 -0.9
H -9.952911 -7.186817 3.387170 1.0 -0.6 1.0
```
Positions in Å, forces in eV/Å.